[1]
Below is an isolated molecule of C5H8O, with properties calculated with ωB97M-V/def2-TZVPD.

Structure (XYZ):
```
14
Properties=species:S:1:pos:R:3:forces:R:3
O 1.25049 0.31132 1.88457 0.152 -0.343 -0.006
C 0.74282 -0.84873 1.49277 -0.205 0.416 0.001
C -0.63290 -0.54228 0.93346 -0.039 -0.167 0.040
C -0.32105 -0.16770 -0.50822 0.106 -0.096 -0.203
C -0.26596 1.30492 -0.80829 0.029 0.047 -0.029
C -0.01100 -1.10656 -1.40264 -0.056 0.079 0.089
H 2.16023 0.14124 2.17107 -0.144 0.079 0.005
H -1.13203 0.28849 1.45073 0.119 -0.109 -0.051
H -1.25711 -1.43836 0.98022 0.124 0.129 -0.025
H -1.27571 1.73415 -0.83192 0.133 -0.072 0.047
H 0.21469 1.50272 -1.77110 -0.092 -0.051 0.126
H 0.28981 1.83193 -0.02347 -0.068 -0.073 -0.133
H -0.03547 -2.16278 -1.14715 -0.009 0.163 -0.014
H 0.27319 -0.84837 -2.42003 -0.049 -0.001 0.151
```
Forces are in eV/Å.

The charge is 0. Its maximum force is 0.46 eV Å⁻¹. Its LUMO energy is 0.90 eV. The HOMO-LUMO gap is 9.473 eV. The molar mass comes out at 84.12 g mol⁻¹. Its spin multiplicity is 1.

***

[2]
Below is a cluster of 2 separate species, C11H7N6O5 in total at a distorted geometry, with properties calculated with ωB97M-V/def2-TZVPD.

Structure (XYZ):
```
29
Properties=species:S:1:pos:R:3:forces:R:3
O 3.01005 -0.51601 2.40081 -0.457 -2.068 -1.539
N 2.70275 -1.48572 1.66430 2.386 1.186 0.598
C 1.29916 -1.75220 1.51873 -1.345 -0.091 0.167
C 0.42055 -0.83717 2.05655 0.291 0.113 -0.062
N -0.89681 -1.16023 2.05614 -0.947 -0.784 -0.184
N -1.91642 -0.43375 2.59839 -0.771 -0.666 -0.174
N -3.00838 -1.13633 2.42932 2.196 -0.354 -0.515
N -2.75399 -2.31939 1.78648 1.151 0.525 -0.011
C -1.42448 -2.33839 1.54527 -0.716 1.121 0.653
C -0.52590 -3.25004 0.92404 0.155 0.142 -0.107
C 0.81613 -2.94941 0.90361 -0.218 -0.058 0.064
O 3.54866 -2.20638 1.08831 -1.875 1.073 0.931
H 0.69739 0.10170 2.51133 0.030 -0.105 -0.085
H -0.96786 -4.13480 0.47397 0.362 0.098 0.061
H 1.55326 -3.60275 0.43984 -0.270 0.090 0.113
O 0.18127 1.36634 0.63235 0.151 -0.714 0.240
C 0.04101 1.42227 -0.60610 0.126 1.140 -0.805
C 0.11187 2.70837 -1.33293 -0.149 -1.199 0.703
N 0.56746 3.85618 -0.59147 0.104 1.176 0.551
O 1.50718 3.74994 0.21676 -1.494 0.235 -1.395
O -0.03029 4.93818 -0.81594 1.002 -1.118 0.378
C -0.40070 2.86324 -2.61491 0.210 -0.245 -0.145
C -0.77748 1.73702 -3.34843 -0.179 0.296 -0.174
C -0.70437 0.45911 -2.75979 0.352 0.282 0.397
C -0.27235 0.29917 -1.45915 -0.122 0.285 0.112
H -0.46370 3.87451 -3.02657 0.079 -0.407 0.053
H -1.11506 1.84654 -4.38057 0.033 -0.007 0.329
H -0.99072 -0.42469 -3.32482 0.055 0.131 -0.048
H -0.20821 -0.67531 -0.98552 -0.140 -0.078 -0.110
```
Forces are in eV/Å.

The charge is -1. Its maximum force is 2.73 eV Å⁻¹. Its LUMO energy is 1.37 eV. The HOMO-LUMO gap is 5.508 eV. The molar mass comes out at 303.21 g mol⁻¹. Its spin multiplicity is 1.

***

[3]
Below is an isolated molecule of C3H4N2O at a distorted geometry, with properties calculated with ωB97M-V/def2-TZVPD.

Structure (XYZ):
```
10
Properties=species:S:1:pos:R:3:forces:R:3
N 1.67538 -0.10059 -0.38684 -0.332 -0.095 0.262
C 0.33395 -0.38108 -0.13459 -1.789 2.457 0.530
C -0.58494 -1.30559 -0.05588 -1.730 2.064 0.411
O -2.18985 -0.28883 0.26536 2.548 -1.663 -0.506
N -1.77093 0.91209 0.29176 0.122 0.752 0.040
C -0.55539 1.17591 0.12199 0.937 -2.134 -0.355
H 1.91030 0.81435 -0.02615 0.154 -0.190 -0.159
H 2.40087 -0.77006 -0.15776 -0.492 -0.165 -0.045
H -1.06956 -2.26670 -0.04526 0.661 0.068 -0.109
H -0.14984 2.21050 0.12736 -0.080 -1.092 -0.070
```
Forces are in eV/Å.

The charge is 0. Its maximum force is 3.08 eV Å⁻¹. Its LUMO energy is 0.48 eV. The HOMO-LUMO gap is 9.821 eV. The molar mass comes out at 84.08 g mol⁻¹. Its spin multiplicity is 1.

***

[4]
Below is an isolated molecule of C5H6N2S at a distorted geometry, with properties calculated with ωB97M-V/def2-TZVPD.

Structure (XYZ):
```
14
Properties=species:S:1:pos:R:3:forces:R:3
N -1.41939 -1.49538 -0.10328 -0.139 -2.680 0.858
C -0.28067 -0.69520 -0.01944 -2.183 0.048 0.895
C 0.92995 -1.15080 0.01968 3.693 -1.622 0.088
C 1.84926 -0.00678 -0.01566 4.086 -0.548 -0.166
S 3.58182 0.00511 0.06465 -3.302 -0.340 -0.147
C 1.08130 1.17914 -0.11837 0.110 3.113 -0.287
C -0.21322 0.80991 0.02995 -1.972 1.302 -0.694
N -1.39135 1.59813 0.20698 -1.661 0.514 -2.794
H -1.11263 -2.58258 -0.06805 -1.083 3.537 -0.062
H -2.13165 -1.32805 0.63838 0.796 -0.137 -0.842
H 1.29217 -2.18749 0.10700 -0.389 0.680 -0.164
H 1.57654 2.22619 -0.31675 -1.362 -2.288 0.760
H -1.41714 2.54802 -0.38350 0.398 -2.834 1.905
H -2.34499 1.07976 -0.04161 3.007 1.254 0.650
```
Forces are in eV/Å.

The charge is 0. Its maximum force is 4.13 eV Å⁻¹. Its LUMO energy is -1.02 eV. The HOMO-LUMO gap is 7.273 eV. The molar mass comes out at 126.18 g mol⁻¹. Its spin multiplicity is 1.

***

[5]
Below is a cluster of 3 separate species, C3H10NO2 in total at a distorted geometry, with properties calculated with ωB97M-V/def2-TZVPD.

Structure (XYZ):
```
16
Properties=species:S:1:pos:R:3:forces:R:3
C -1.71450 0.89137 0.78423 0.481 -0.869 -0.103
C -0.61023 0.77707 1.55804 -0.813 0.168 -0.119
C -1.30088 -1.13643 -0.37522 0.823 0.269 -2.779
N -1.98697 -0.06136 -0.24964 1.130 1.283 0.336
H -2.41985 1.70166 0.80248 -0.897 -0.406 1.035
H 0.39428 0.60258 1.19520 -0.235 -1.285 -0.094
H -0.78744 0.84082 2.62144 0.531 1.587 0.194
H -1.32849 -1.64441 -1.34589 -0.820 -0.236 0.604
H -0.40874 -1.38307 0.17195 -0.461 0.022 1.184
H -2.69830 0.23435 -0.91376 0.118 -0.553 -0.195
H 3.78086 -0.03503 -0.30525 0.020 0.038 -0.033
H 2.96818 0.07725 0.98210 0.015 -0.007 0.052
O 2.88244 0.07832 0.02428 0.289 0.002 0.110
H 1.59095 -0.13278 -1.07253 -0.521 -0.001 0.128
H 0.93085 -0.55156 -2.38335 -0.152 0.020 -0.161
O 0.70783 -0.25879 -1.49407 0.491 -0.034 -0.157
```
Forces are in eV/Å.

The charge is +1. Its maximum force is 2.91 eV Å⁻¹. Its LUMO energy is -5.21 eV. The HOMO-LUMO gap is 8.457 eV. The molar mass comes out at 92.12 g mol⁻¹. Its spin multiplicity is 1.

***

[6]
Below is a cluster of 2 separate species, C14H20N3O3 in total at a distorted geometry, with properties calculated with ωB97M-V/def2-TZVPD.

Structure (XYZ):
```
40
Properties=species:S:1:pos:R:3:forces:R:3
C -1.62882 -4.28840 -0.45018 0.182 -0.028 -0.579
N -2.47223 -3.51607 -1.41359 -0.248 0.352 1.667
C -2.28706 -2.18202 -1.53195 0.155 -0.804 -0.424
N -3.37287 -1.31524 -1.60448 0.059 -0.012 0.124
C -4.25683 -1.37295 -0.42631 -0.043 0.061 -0.649
C -3.51168 -1.07402 0.85197 0.137 0.025 -0.700
O -3.98439 -1.35986 1.89907 -0.278 -0.257 1.145
N -1.06806 -1.71832 -1.57654 -0.026 0.646 -0.246
C -0.69239 -0.32555 -1.65510 0.365 0.319 0.353
C -1.21146 0.53498 -2.60897 0.077 -0.242 0.168
C -0.81277 1.86456 -2.59650 0.035 -0.345 0.279
C 0.09626 2.30992 -1.64271 -0.133 0.074 -0.215
C 0.64482 1.44171 -0.70612 -0.327 -0.015 -0.389
C 0.24013 0.11444 -0.71976 0.023 -0.046 -0.002
H -1.17386 -3.63387 0.28795 0.032 0.194 0.023
H -2.26659 -4.98263 0.07992 -0.106 -0.160 -0.043
H -0.85429 -4.84464 -0.96566 0.068 -0.084 -0.087
H -3.44365 -3.71119 -1.21624 -0.118 -0.095 -0.442
H -3.87306 -1.40184 -2.47999 0.021 0.192 -0.072
H -4.99476 -0.58309 -0.54276 -0.104 0.130 -0.062
H -4.81490 -2.30588 -0.34221 -0.025 -0.114 0.236
H -2.53492 -0.56830 0.76194 0.141 0.147 -0.085
H -0.30085 -2.37444 -1.53716 -0.006 -0.137 0.010
H -1.91019 0.15144 -3.33216 -0.100 0.108 -0.204
H -1.22607 2.54139 -3.32378 -0.010 0.155 -0.114
H 0.37202 3.35290 -1.64754 0.130 0.084 0.084
H 1.36500 1.80948 0.00826 0.011 -0.078 0.078
H 0.64661 -0.58447 -0.00041 0.013 -0.051 0.086
O 2.74886 4.46612 1.66123 -0.065 -0.055 -0.152
C 3.31065 3.45614 1.95190 -0.050 0.231 0.227
O 2.98812 2.25948 1.37857 0.125 -0.126 0.058
C 3.74864 1.19778 1.98687 0.110 -0.065 0.056
C 4.96899 1.87839 2.59331 0.021 0.105 0.069
C 4.41231 3.25152 2.97050 0.202 -0.365 -0.269
H 3.12408 0.71584 2.74274 0.004 0.026 0.020
H 4.00777 0.46812 1.22234 -0.093 0.054 -0.077
H 5.39495 1.32488 3.42698 -0.058 -0.018 0.013
H 5.74304 1.99209 1.83380 -0.001 -0.024 -0.005
H 3.96566 3.25598 3.96551 -0.003 0.083 0.016
H 5.15029 4.04405 2.89557 -0.114 0.135 0.105
```
Forces are in eV/Å.

The charge is +1. Its maximum force is 1.72 eV Å⁻¹. Its LUMO energy is -3.56 eV. The HOMO-LUMO gap is 8.776 eV. The molar mass comes out at 278.33 g mol⁻¹. Its spin multiplicity is 1.